The following is a DFT calculation (the ωB97M-V functional and the def2-TZVPD basis) of the molecule C10H9N3.

Its spin multiplicity is 1. As for the HOMO energy: -9.35 eV. The calculation puts the calculated total energy at -14984.725 eV. As for the charge: 0. For the energy above the lowest of the compared OMol25 structures with the same formula, charge and spin, the calculation gives 76.3 kJ/mol. The SMILES is Cc1ncnnc1-c1ccccc1. For the maximum force, the calculation gives 3.21 eV/Å.

Cartesian coordinates (Å):
C1 1.947 -1.556 -0.475
C2 1.583 -0.075 -0.756
N1 2.506 0.587 -1.360
C3 2.135 1.816 -1.749
N2 1.039 2.419 -1.460
N3 0.107 1.781 -0.695
C4 0.369 0.526 -0.397
C5 -0.688 -0.241 0.353
C6 -1.381 0.571 1.311
C7 -2.260 -0.073 2.134
C8 -2.624 -1.410 1.981
C9 -2.032 -2.189 1.031
C10 -1.072 -1.563 0.120
H1 1.463 -1.973 0.428
H2 3.088 -1.559 -0.356
H3 1.671 -2.205 -1.340
H4 2.829 2.403 -2.306
H5 -1.137 1.655 1.473
H6 -2.773 0.536 2.856
H7 -3.452 -1.863 2.540
H8 -2.398 -3.218 0.757
H9 -0.719 -2.126 -0.771


The following is a DFT calculation (the ωB97M-V functional and the def2-TZVPD basis) of a cluster of 22 separate species, C47H70N23S in total.

Its spin multiplicity is 1. As for the HOMO energy: -1.85 eV. The calculation puts the calculated total energy at -94970.948 eV. As for the charge: -1. For the maximum force, the calculation gives 5.04 eV/Å.

Cartesian coordinates (Å):
C1 1.469 -3.190 1.168
C2 0.525 -3.558 0.050
C3 0.206 -5.016 -0.176
N1 -0.045 -2.619 -0.739
C4 -1.059 -2.213 0.147
N2 -2.503 -2.991 -0.248
C5 -2.819 -3.839 0.536
S1 -3.064 -5.186 1.415
H1 1.102 -2.287 1.649
H2 1.458 -3.980 1.922
H3 2.491 -3.077 0.818
H4 0.447 -5.572 0.728
H5 -0.856 -5.076 -0.394
H6 0.733 -5.428 -1.044
H7 -0.855 -2.494 1.195
C6 0.121 -8.643 -2.849
C7 1.190 -8.524 -1.871
N3 2.025 -8.414 -1.093
H8 0.400 -8.166 -3.787
H9 -0.104 -9.688 -3.053
H10 -0.786 -8.164 -2.483
C8 4.925 -1.417 -1.280
C9 4.388 -1.284 0.062
N4 3.824 -1.196 1.059
H11 4.120 -1.653 -1.974
H12 5.404 -0.504 -1.628
H13 5.657 -2.219 -1.347
C10 7.560 -3.772 -4.270
C11 6.784 -2.547 -4.185
N5 6.146 -1.595 -4.112
H14 6.983 -4.558 -4.756
H15 8.473 -3.623 -4.837
H16 7.837 -4.123 -3.280
C12 -4.339 -2.476 3.296
C13 -5.175 -2.310 4.468
N6 -5.847 -2.189 5.391
H17 -4.941 -2.583 2.395
H18 -3.688 -1.612 3.161
H19 -3.708 -3.361 3.368
C14 -8.767 -2.646 6.978
C15 -9.627 -2.495 8.142
N7 -10.307 -2.377 9.058
H20 -9.357 -2.747 6.069
H21 -8.110 -1.788 6.854
H22 -8.135 -3.527 7.066
C16 10.449 -6.066 -2.082
C17 10.493 -4.987 -3.056
N8 10.528 -4.135 -3.824
H23 9.858 -5.780 -1.214
H24 10.004 -6.960 -2.516
H25 11.452 -6.317 -1.741
C18 1.173 1.346 1.192
C19 0.420 1.454 2.430
N9 -0.176 1.539 3.407
H26 0.516 1.119 0.353
H27 1.688 2.281 0.968
H28 1.922 0.556 1.244
C20 -4.720 0.044 7.667
C21 -3.645 0.129 8.642
N10 -2.799 0.196 9.416
H29 -4.410 0.407 6.687
H30 -5.059 -0.982 7.539
H31 -5.575 0.639 7.990
C22 -3.823 1.395 -0.682
C23 -2.910 0.379 -0.187
N11 -2.209 -0.448 0.201
H32 -3.472 1.870 -1.597
H33 -4.801 0.960 -0.891
H34 -3.959 2.182 0.061
C24 1.057 -2.497 -3.539
C25 2.158 -3.396 -3.247
N12 3.030 -4.106 -3.008
H35 1.114 -2.140 -4.569
H36 0.102 -2.996 -3.391
H37 1.075 -1.643 -2.866
C26 -6.234 2.796 4.826
C27 -5.435 1.588 4.722
N13 -4.790 0.642 4.641
H38 -7.275 2.603 4.572
H39 -6.207 3.200 5.837
H40 -5.864 3.568 4.154
C28 -4.330 1.655 -4.997
C29 -3.924 2.620 -3.996
N14 -3.600 3.399 -3.215
H41 -5.302 1.905 -5.404
H42 -3.618 1.627 -5.823
H43 -4.395 0.652 -4.581
C30 -3.451 5.965 3.778
C31 -4.301 6.167 4.939
N15 -4.966 6.339 5.859
H44 -4.041 5.879 2.866
H45 -2.764 6.803 3.659
H46 -2.856 5.057 3.876
C32 8.704 1.026 -4.198
C33 10.072 1.208 -3.742
N16 11.152 1.351 -3.381
H47 8.313 0.055 -3.899
H48 8.050 1.790 -3.782
H49 8.643 1.090 -5.283
C34 -1.855 5.809 -5.223
C35 -1.782 5.531 -6.648
N17 -1.724 5.311 -7.772
H50 -2.265 6.800 -5.036
H51 -2.488 5.086 -4.711
H52 -0.869 5.769 -4.762
C36 -8.127 1.305 -1.390
C37 -7.367 1.352 -2.628
N18 -6.756 1.390 -3.598
H53 -9.077 0.794 -1.539
H54 -7.574 0.772 -0.619
H55 -8.335 2.310 -1.027
C38 3.266 -6.233 -5.566
C39 4.210 -7.285 -5.905
N19 4.961 -8.111 -6.174
H56 2.247 -6.614 -5.536
H57 3.485 -5.798 -4.591
H58 3.296 -5.429 -6.300
C40 -1.418 8.912 6.727
C41 -1.347 8.546 5.325
N20 -1.293 8.233 4.222
H59 -1.699 9.955 6.844
H60 -2.157 8.301 7.246
H61 -0.458 8.769 7.214
C42 -6.242 -1.949 -6.771
C43 -5.183 -1.895 -5.776
N21 -4.347 -1.850 -4.992
H62 -5.961 -1.397 -7.666
H63 -6.449 -2.978 -7.059
H64 -7.161 -1.515 -6.379
C44 13.787 3.325 -3.480
C45 15.152 3.346 -3.980
N22 16.230 3.362 -4.376
H65 13.210 2.523 -3.932
H66 13.767 3.176 -2.402
H67 13.280 4.264 -3.698
C46 0.620 11.764 9.392
C47 0.662 11.377 7.991
N23 0.694 11.069 6.886
H68 0.345 12.812 9.495
H69 -0.110 11.166 9.937
H70 1.591 11.620 9.861


The following is a DFT calculation (the ωB97M-V functional and the def2-TZVPD basis) of a cluster of 12 separate species, C43H85N18O13 in total.

Its spin multiplicity is 1. As for the HOMO energy: -6.28 eV. The calculation puts the calculated total energy at -99414.769 eV. As for the charge: -1. For the maximum force, the calculation gives 3.59 eV/Å.

Cartesian coordinates (Å):
C1 0.063 2.159 0.955
C2 -1.420 1.818 0.949
C3 -2.210 1.902 2.271
O1 -2.103 2.395 -0.123
H1 0.564 1.428 1.603
H2 0.118 3.112 1.489
H3 0.481 2.097 -0.045
H4 -1.537 0.747 0.676
H5 -2.166 1.117 3.024
H6 -3.178 2.355 2.055
H7 -1.825 2.749 2.874
C4 1.071 -1.396 0.524
C5 0.843 -2.640 -0.034
C6 1.971 -3.439 -0.202
C7 3.274 -3.061 0.091
C8 3.485 -1.745 0.567
C9 2.363 -1.005 0.886
C10 4.845 -1.266 0.968
O2 5.094 -0.102 1.171
C11 5.833 -2.360 1.183
C12 7.032 -2.138 1.877
C13 8.027 -3.101 1.961
C14 7.784 -4.334 1.376
C15 6.615 -4.608 0.664
C16 5.681 -3.606 0.554
C17 4.388 -3.946 -0.169
O3 4.243 -4.973 -0.811
H8 0.208 -0.760 0.685
H9 -0.136 -3.062 -0.201
H10 1.833 -4.346 -0.781
H11 2.519 -0.039 1.351
H12 7.198 -1.141 2.266
H13 8.851 -2.919 2.635
H14 8.606 -5.032 1.486
H15 6.358 -5.618 0.380
C18 -0.480 -0.085 5.542
O4 0.054 -0.972 6.205
N1 0.192 0.566 4.542
N2 -1.776 0.250 5.613
H16 1.175 0.391 4.440
H17 -0.214 1.312 4.008
H18 -2.088 1.043 5.088
H19 -2.329 -0.216 6.313
C19 4.554 4.455 0.095
O5 5.781 4.403 0.135
N3 3.745 3.513 0.681
N4 3.833 5.341 -0.612
H20 4.110 2.959 1.432
H21 2.778 3.516 0.403
H22 2.820 5.426 -0.611
H23 4.192 6.191 -1.013
C20 0.180 7.285 1.168
O6 -0.134 8.181 0.388
N5 1.416 7.224 1.764
N6 -0.552 6.163 1.397
H24 1.567 6.677 2.584
H25 1.857 8.042 1.353
H26 -1.422 6.104 0.887
H27 -0.424 5.629 2.233
C21 -3.616 5.860 0.197
O7 -4.099 6.958 0.466
N7 -3.750 4.708 0.892
N8 -2.881 5.667 -0.937
H28 -3.143 3.930 0.631
H29 -4.290 4.747 1.737
H30 -2.593 4.731 -1.151
H31 -2.775 6.467 -1.533
C22 0.679 4.464 -2.353
O8 1.200 4.911 -1.329
N9 1.064 4.842 -3.614
N10 -0.352 3.615 -2.315
H32 1.646 5.646 -3.744
H33 0.669 4.325 -4.376
H34 -0.717 3.289 -3.192
H35 -0.787 3.368 -1.425
C23 -4.994 2.299 -2.469
O9 -5.916 2.680 -3.206
N11 -5.106 1.323 -1.558
N12 -3.758 2.830 -2.535
H36 -4.380 1.141 -0.877
H37 -5.938 0.798 -1.357
H38 -3.410 3.413 -3.269
H39 -3.225 2.665 -1.694
C24 -1.560 -0.510 -3.001
O10 -1.101 -1.299 -3.819
N13 -0.996 0.655 -2.590
N14 -2.791 -0.619 -2.407
H40 -0.018 0.826 -2.749
H41 -1.493 1.436 -2.204
H42 -3.210 0.174 -1.959
H43 -3.317 -1.473 -2.426
C25 -5.124 -0.335 6.182
O11 -4.587 0.298 7.085
N15 -5.693 -1.551 6.422
N16 -5.186 0.043 4.885
H44 -6.117 -2.051 5.660
H45 -5.705 -2.060 7.284
H46 -5.680 -0.467 4.177
H47 -4.727 0.856 4.517
C26 4.772 1.657 -2.943
C27 3.484 0.851 -3.287
C28 2.936 1.658 -4.481
C29 2.128 0.797 -5.419
C30 3.020 -0.330 -5.989
C31 3.521 -1.288 -4.817
N17 3.989 -0.465 -3.717
O12 4.244 -1.290 -2.598
C32 2.327 -2.199 -4.506
C33 4.678 -2.071 -5.441
C34 2.556 0.813 -2.102
H48 5.501 1.630 -3.755
H49 5.275 1.125 -2.132
H50 4.658 2.730 -2.773
H51 2.296 2.481 -4.157
H52 3.752 2.072 -5.076
H53 1.683 1.473 -6.160
H54 1.210 0.428 -4.947
H55 3.897 0.104 -6.471
H56 2.377 -0.844 -6.701
H57 1.613 -1.841 -3.762
H58 1.639 -2.315 -5.350
H59 2.650 -3.237 -4.405
H60 5.546 -1.987 -4.777
H61 4.521 -3.151 -5.414
H62 5.123 -1.780 -6.392
H63 2.185 1.808 -1.853
H64 3.220 0.571 -1.269
H65 1.771 0.090 -2.334
H66 3.416 -1.311 -2.092
C35 -4.851 -6.387 1.525
C36 -3.421 -5.750 1.385
C37 -3.372 -5.116 -0.048
C38 -3.963 -3.694 -0.103
C39 -3.288 -2.772 0.927
C40 -3.389 -3.345 2.332
N18 -3.169 -4.793 2.430
O13 -3.549 -5.278 3.696
C41 -2.239 -2.634 3.084
C42 -4.737 -2.905 2.949
C43 -2.401 -6.882 1.362
H67 -5.057 -6.891 0.579
H68 -5.568 -5.562 1.550
H69 -5.038 -7.077 2.344
H70 -2.381 -5.149 -0.504
H71 -3.956 -5.763 -0.704
H72 -5.049 -3.617 0.009
H73 -3.885 -3.262 -1.106
H74 -3.892 -1.864 0.872
H75 -2.309 -2.522 0.521
H76 -1.201 -2.977 3.046
H77 -2.098 -1.603 2.743
H78 -2.411 -2.551 4.163
H79 -5.118 -3.442 3.821
H80 -4.865 -1.857 3.212
H81 -5.612 -3.093 2.312
H82 -1.399 -6.454 1.250
H83 -2.557 -7.692 0.653
H84 -2.278 -7.354 2.343
H85 -2.764 -5.132 4.237


The following is a DFT calculation (the ωB97M-V functional and the def2-TZVPD basis) of the molecule C4H4N2O2.

Its spin multiplicity is 1. As for the HOMO energy: -8.41 eV. The calculation puts the calculated total energy at -11284.343 eV. As for the charge: 0. For the energy above the lowest of the compared OMol25 structures with the same formula, charge and spin, the calculation gives 404.9 kJ/mol. The SMILES is O/C=C1/C=NC(O)=N1. For the maximum force, the calculation gives 6.99 eV/Å.

Cartesian coordinates (Å):
O1 -1.601 -0.582 1.990
C1 -0.452 -0.994 1.232
C2 -0.273 -0.372 -0.048
C3 0.593 -0.882 -1.001
N1 0.937 0.157 -1.756
C4 0.495 1.240 -1.139
O2 0.585 2.434 -1.616
N2 -0.536 0.983 -0.157
H1 -1.575 -1.192 2.728
H2 0.236 -1.898 1.628
H3 1.289 -1.739 -1.147
H4 0.301 2.843 -0.715


The following is a DFT calculation (the ωB97M-V functional and the def2-TZVPD basis) of the ion C3H12N3O2 with charge +1.

Its spin multiplicity is 1. As for the HOMO energy: -14.73 eV. The calculation puts the calculated total energy at -11858.854 eV. As for the charge: +1. For the energy above the lowest of the compared OMol25 structures with the same formula, charge and spin, the calculation gives 678.0 kJ/mol. The SMILES is COC[N+](N)(N)OC. For the maximum force, the calculation gives 3.18 eV/Å.

Cartesian coordinates (Å):
C1 -1.870 2.233 0.349
O1 -1.299 1.332 -0.581
C2 0.009 1.218 -0.552
N1 0.581 -0.308 -0.361
N2 0.712 -0.924 -1.614
N3 1.928 -0.160 0.107
O2 -0.197 -0.847 0.665
C3 -0.182 -2.214 0.989
H1 -1.578 2.060 1.340
H2 -2.913 2.055 0.165
H3 -1.557 3.309 0.033
H4 0.605 1.528 -1.478
H5 0.437 1.695 0.363
H6 -0.116 -1.395 -1.944
H7 1.537 -1.400 -1.651
H8 2.515 -1.017 0.023
H9 2.136 0.417 0.894
H10 0.421 -2.592 1.782
H11 -0.011 -2.695 0.006
H12 -1.158 -2.297 1.466


The following is a DFT calculation (the ωB97M-V functional and the def2-TZVPD basis) of a cluster of 2 separate species, C5H8OS in total.

Its spin multiplicity is 1. As for the HOMO energy: -8.58 eV. The calculation puts the calculated total energy at -18195.007 eV. As for the charge: 0. For the energy above the lowest of the compared OMol25 structures with the same formula, charge and spin, the calculation gives 221.5 kJ/mol. The SMILES is C=C(C)S.C=C=O. For the maximum force, the calculation gives 3.49 eV/Å.

Cartesian coordinates (Å):
C1 2.071 -0.229 0.797
C2 0.804 -0.188 1.104
C3 -0.259 -1.284 1.276
S1 -0.061 1.444 1.166
H1 2.648 -1.113 1.007
H2 2.611 0.557 0.351
H3 -1.227 -1.042 0.857
H4 -0.385 -1.595 2.318
H5 0.051 -2.161 0.606
H6 1.054 2.080 0.666
C4 -1.732 1.102 -2.225
C5 -1.066 0.068 -1.875
O1 -0.414 -0.864 -1.590
H7 -1.349 2.058 -1.839
H8 -2.745 1.167 -2.620


The following is a DFT calculation (the ωB97M-V functional and the def2-TZVPD basis) of a cluster of 2 separate species, C3H9NO3 in total.

Its spin multiplicity is 2. As for the HOMO energy (spin up / spin down): -13.44 / -13.44 eV. The calculation puts the calculated total energy at -10878.286 eV. As for the charge: +1. For the energy above the lowest of the compared OMol25 structures with the same formula, charge and spin, the calculation gives 242.8 kJ/mol. For the maximum force, the calculation gives 3.62 eV/Å.

Cartesian coordinates (Å):
O1 0.010 1.927 0.214
C1 -0.534 1.024 0.774
C2 -0.909 -0.241 0.006
N1 -1.982 0.184 -0.940
C3 -1.682 0.059 -2.397
O2 -0.503 0.692 -2.808
H1 -1.046 1.005 1.749
H2 -0.133 -0.523 -0.699
H3 -1.176 -1.093 0.613
H4 -2.082 1.214 -0.894
H5 -2.522 0.463 -2.964
H6 -1.532 -1.013 -2.567
H7 -0.167 1.359 -2.183
H8 4.018 -1.425 3.982
H9 5.332 -2.138 3.769
O3 4.907 -1.494 4.346


The following is a DFT calculation (the ωB97M-V functional and the def2-TZVPD basis) of a cluster of 8 separate species, C22H62N5O10 in total.

Its spin multiplicity is 1. As for the HOMO energy: -5.89 eV. The calculation puts the calculated total energy at -51740.993 eV. As for the charge: -1. For the energy above the lowest of the compared OMol25 structures with the same formula, charge and spin, the calculation gives 0.0 kJ/mol. For the maximum force, the calculation gives 1.43 eV/Å.

Cartesian coordinates (Å):
N1 0.425 -0.012 0.554
O1 -0.535 -0.588 0.037
O2 1.431 0.314 -0.141
O3 0.420 0.224 1.792
C1 0.762 5.292 0.255
C2 0.848 3.855 -0.246
C3 1.168 3.910 -1.733
O4 0.141 4.607 -2.465
C4 0.282 4.409 -3.840
N2 1.951 3.195 0.471
H1 1.603 5.893 -0.093
H2 0.724 5.301 1.349
H3 -0.159 5.779 -0.074
H4 -0.139 3.437 -0.037
H5 1.298 2.935 -2.215
H6 2.074 4.504 -1.897
H7 -0.388 5.119 -4.326
H8 0.040 3.416 -4.235
H9 1.301 4.643 -4.173
H10 1.667 3.228 1.444
H11 1.979 2.209 0.195
C5 -2.359 -0.976 4.928
C6 -2.703 -1.485 3.529
C7 -4.078 -2.142 3.571
O5 -4.428 -2.656 2.304
C8 -5.717 -3.197 2.319
N3 -2.627 -0.412 2.543
H12 -1.306 -0.685 4.951
H13 -2.508 -1.737 5.705
H14 -2.933 -0.087 5.201
H15 -1.979 -2.244 3.224
H16 -4.856 -1.402 3.831
H17 -4.099 -2.900 4.367
H18 -5.837 -4.024 3.031
H19 -5.934 -3.615 1.335
H20 -6.450 -2.399 2.498
H21 -1.666 -0.069 2.525
H22 -3.127 0.393 2.924
C9 0.432 -5.003 -1.711
C10 -0.831 -4.495 -0.987
C11 -0.544 -4.102 0.462
O6 -1.783 -3.916 1.155
C12 -2.052 -5.003 1.998
N4 -1.301 -3.302 -1.725
H23 0.256 -4.973 -2.790
H24 0.699 -6.028 -1.433
H25 1.293 -4.340 -1.608
H26 -1.627 -5.240 -1.035
H27 -0.015 -3.151 0.535
H28 0.055 -4.870 0.963
H29 -3.051 -5.030 2.431
H30 -1.318 -5.054 2.815
H31 -1.968 -5.944 1.432
H32 -0.428 -2.816 -1.953
H33 -1.590 -3.587 -2.661
C13 -2.977 3.974 -0.623
C14 -3.133 2.499 -1.025
C15 -1.901 2.023 -1.795
O7 -2.117 0.696 -2.213
C16 -1.206 0.341 -3.212
N5 -3.347 1.656 0.162
H34 -2.123 4.106 0.046
H35 -3.847 4.305 -0.050
H36 -2.836 4.647 -1.474
H37 -4.008 2.420 -1.675
H38 -0.999 2.040 -1.176
H39 -1.785 2.721 -2.634
H40 -1.299 0.997 -4.096
H41 -1.433 -0.654 -3.589
H42 -0.167 0.434 -2.879
H43 -4.249 1.871 0.574
H44 -2.634 1.939 0.830
C17 4.764 -0.273 3.903
C18 3.412 0.272 3.441
O8 2.475 -0.777 3.484
H45 5.036 -1.145 3.315
H46 4.747 -0.449 4.980
H47 5.500 0.535 3.826
H48 3.461 0.684 2.427
H49 3.206 1.129 4.101
H50 1.656 -0.442 3.077
C19 5.880 1.382 -1.846
C20 4.488 1.677 -1.290
O9 4.268 3.068 -1.290
H51 5.954 1.571 -2.921
H52 6.111 0.315 -1.770
H53 6.678 1.931 -1.348
H54 4.441 1.202 -0.303
H55 3.716 1.190 -1.900
H56 3.503 3.254 -0.704
C21 2.336 -2.342 -4.174
C22 2.426 -1.446 -2.959
O10 1.534 -1.834 -1.940
H57 2.989 -1.966 -4.960
H58 1.338 -2.388 -4.626
H59 2.518 -3.377 -3.874
H60 2.155 -0.406 -3.194
H61 3.480 -1.442 -2.650
H62 1.473 -1.120 -1.270